Run i
# C3H7O3

2 unconnected molecules or ions with the total composition C3H7O3 (wB97M-V/def2-TZVPD, the Open Molecules 2025 dataset).

Properties
E_HOMO ... -4.3 eV
LUMO level ... 4.14 eV
Charge ... -1
Spin multiplicity ... 1

Last columns: bonded neighbours and bond lengths (Å).
Positions of all 13 atoms, in Å:
1 O -1.787 -0.405 1.160  C2 1.247
2 C -0.626 -0.391 0.706  O1 1.247, O3 1.257, C4 1.541
3 O 0.412 0.021 1.285  C2 1.257
4 C -0.426 -0.837 -0.755  C2 1.541, C5 1.534, H6 1.096, H7 1.086
5 C -0.786 0.294 -1.727  C4 1.534, H8 1.089, H9 1.088, H10 1.091
6 H -1.064 -1.687 -1.021  C4 1.096
7 H 0.614 -1.134 -0.858  C4 1.086
8 H -1.845 0.512 -1.599  C5 1.089
9 H -0.532 0.045 -2.756  C5 1.088
10 H -0.234 1.200 -1.474  C5 1.091
11 H 1.923 0.601 0.497  O13 0.997
12 H 1.982 1.230 -0.901  O13 0.963
13 O 2.550 1.026 -0.151  H11 0.997, H12 0.963

Löwdin population analysis, charges in e, atoms 1 to 2: -0.07 -0.74

Run ii
# C3H7O3

2 unconnected molecules or ions with the total composition C3H7O3 (wB97M-V/def2-TZVPD, the Open Molecules 2025 dataset).

Properties
E_HOMO ... -4.6 eV
LUMO level ... 4.35 eV
Charge ... -1
Spin multiplicity ... 1

Last columns: bonded neighbours and bond lengths (Å).
Positions of all 13 atoms, in Å:
1 C 1.048 -0.611 -0.724  O2 1.416, C3 1.524, H4 1.095, H5 1.103
2 O 1.360 -0.588 0.657  C1 1.416, H6 1.025
3 C 0.600 0.741 -1.267  C1 1.524, H7 1.087, H8 1.098, H9 1.085
4 H 1.910 -0.994 -1.279  C1 1.095
5 H 0.285 -1.384 -0.914  C1 1.103
6 H 0.554 -0.166 1.128  O2 1.025
7 H 1.200 1.548 -0.855  C3 1.087
8 H 0.658 0.755 -2.364  C3 1.098
9 H -0.444 0.899 -1.016  C3 1.085
10 O -2.245 -0.665 0.685  C11 1.244
11 C -1.791 -0.045 1.662  O10 1.244, O12 1.260, H13 1.112
12 O -0.707 0.597 1.715  C11 1.260
13 H -2.428 -0.087 2.573  C11 1.112

Löwdin population analysis, charges in e, atoms 1 to 2: -0.37 -0.15

Run iii
# C3H7O3

2 unconnected molecules or ions with the total composition C3H7O3 (wB97M-V/def2-TZVPD, the Open Molecules 2025 dataset).

Properties
E_HOMO ... -4.1 eV
LUMO level ... 3.91 eV
Charge ... -1
Spin multiplicity ... 1

Last columns: bonded neighbours and bond lengths (Å).
Positions of all 13 atoms, in Å:
1 C -0.625 2.652 0.125  C2 1.561, H5 1.090, H6 1.096, H7 1.086
2 C 0.290 1.664 0.915  C1 1.561, O3 1.250, O4 1.247
3 O 0.897 0.803 0.241  C2 1.250
4 O 0.327 1.857 2.146  C2 1.247
5 H -1.092 3.288 0.876  C1 1.090
6 H -1.383 2.097 -0.439  C1 1.096
7 H 0.012 3.200 -0.563  C1 1.086
8 C 0.222 -2.763 -0.889  O9 1.431, H11 1.082, H12 1.091, H13 1.101
9 O 0.368 -2.654 0.531  C8 1.431, H10 0.973
10 H 0.516 -1.718 0.753  O9 0.973
11 H 1.118 -3.230 -1.278  C8 1.082
12 H -0.001 -1.790 -1.329  C8 1.091
13 H -0.649 -3.406 -1.090  C8 1.101

Löwdin population analysis, charges in e, atoms 1 to 2: -0.06 -0.81

Which of them is the most stable, and which is the least stable? run i and run iii, in that order.